ORCA calculation (the ωB97M-V functional and the def2-TZVPD basis) on the molecule CH2N2O3S in a non-equilibrium geometry.

Its energy relative to the best compared isomer or geometry (same formula, charge and spin) is 27.05 kJ/mol. The SMILES is NS(=O)(=O)N=C=O. Its HOMO-LUMO gap is 11.476 eV. For the HOMO energy, the calculation gives -11.250 eV. For the LUMO energy, the calculation gives 0.2 eV. As for the spin multiplicity: 1.

Last column: Mulliken charge in e.
CARTESIAN COORDINATES (ANGSTROEM)
C 1.199 -1.762 0.487  0.547
N 0.496 -0.951 0.004  -0.254
N -1.321 0.804 -0.444  -0.476
O 1.670 -2.754 0.902  -0.405
O 0.540 1.318 1.137  -0.551
O 0.957 1.303 -1.245  -0.549
S 0.275 0.745 -0.128  1.145
H -1.933 0.091 -0.928  0.277
H -1.883 1.205 0.214  0.266

ORCA calculation (the ωB97M-V functional and the def2-TZVPD basis) on the molecule C28H28O6.

Its energy relative to the best compared isomer or geometry (same formula, charge and spin) is 13.48 kJ/mol. The SMILES is COc1cc(COc2ccc3c(C)c(Cc4ccccc4)c(=O)oc3c2C)cc(OC)c1OC. Its HOMO-LUMO gap is 8.392 eV. For the HOMO energy, the calculation gives -8.088 eV. For the LUMO energy, the calculation gives 0.3 eV. As for the spin multiplicity: 1.

Last column: Mulliken charge in e.
CARTESIAN COORDINATES (ANGSTROEM)
C 4.503 -5.375 -2.713  -0.939
H 4.851 -4.344 -2.590  0.374
H 5.284 -5.962 -3.193  0.249
H 4.281 -5.806 -1.732  0.347
O 3.397 -5.450 -3.577  -0.434
C 2.263 -4.745 -3.263  1.031
C 2.121 -4.035 -2.072  -0.710
C 0.946 -3.373 -1.773  -0.675
C -0.111 -3.397 -2.672  -0.708
C 0.016 -4.075 -3.873  0.667
C 1.209 -4.759 -4.186  0.962
O 1.182 -5.410 -5.384  -0.485
C 2.381 -5.694 -6.069  -0.775
H 2.924 -6.524 -5.613  0.232
H 3.034 -4.819 -6.116  0.323
H 2.073 -5.969 -7.078  0.280
O -0.951 -4.147 -4.827  -0.439
C -2.170 -3.488 -4.593  -0.890
H -2.776 -3.673 -5.478  0.235
H -2.029 -2.409 -4.470  0.353
H -2.684 -3.889 -3.713  0.352
H -1.014 -2.866 -2.426  0.429
C 0.798 -2.598 -0.491  -1.130
O 0.670 -1.229 -0.834  -0.326
C 0.478 -0.313 0.144  1.020
C 0.380 -0.609 1.505  -1.206
C 0.175 0.395 2.423  -1.031
C 0.066 1.731 2.028  0.724
C 0.174 2.015 0.655  -0.232
C 0.377 1.013 -0.292  1.315
C 0.486 1.323 -1.752  -1.640
H 0.526 2.395 -1.911  0.406
H -0.372 0.914 -2.284  0.271
H 1.377 0.853 -2.164  0.317
O 0.083 3.286 0.194  -0.608
C -0.110 4.350 1.019  0.229
O -0.168 5.446 0.510  -0.685
C -0.233 4.091 2.451  0.190
C -0.153 2.828 2.940  1.746
C -0.285 2.522 4.399  -2.055
H 0.611 2.018 4.759  0.457
H -0.439 3.423 4.981  0.330
H -1.137 1.864 4.563  0.426
C -0.472 5.316 3.294  -1.616
C -1.841 5.323 3.923  0.457
C -2.015 5.664 5.257  -0.005
C -3.279 5.679 5.823  -0.634
C -4.385 5.349 5.059  -0.408
C -4.221 5.012 3.726  -0.666
C -2.958 5.001 3.162  -0.295
H -2.834 4.748 2.119  0.361
H -5.081 4.761 3.123  0.380
H -5.371 5.359 5.500  0.378
H -3.398 5.948 6.862  0.368
H -1.156 5.926 5.861  0.380
H 0.297 5.403 4.066  0.426
H -0.384 6.182 2.631  0.400
H 0.098 0.137 3.467  0.401
H 0.461 -1.626 1.852  0.407
H -0.100 -2.934 0.048  0.465
H 1.674 -2.748 0.153  0.512
H 2.930 -4.009 -1.361  0.390

ORCA calculation (the ωB97M-V functional and the def2-TZVPD basis) on a cluster of 2 separate species, C4H10O3 in total in a non-equilibrium geometry.

Its energy relative to the best compared isomer or geometry (same formula, charge and spin) is 655.87 kJ/mol. Its HOMO-LUMO gap is 4.854 eV. For the HOMO energy, the calculation gives -8.932 eV. For the LUMO energy, the calculation gives -4.1 eV. As for the spin multiplicity: 1.

Last column: Mulliken charge in e.
CARTESIAN COORDINATES (ANGSTROEM)
O -1.753 0.873 0.612  -0.399
C -0.622 1.395 0.594  0.095
O 0.253 1.114 1.554  -0.397
C 0.087 1.123 -0.888  -0.390
C 0.570 -0.297 -1.021  -0.452
C -0.503 -1.337 -0.751  -1.088
H -0.648 2.514 0.629  0.379
H -0.717 1.357 -1.586  0.331
H 0.898 1.829 -1.011  0.367
H 1.382 -0.455 -0.298  0.335
H 1.003 -0.414 -2.024  0.357
H -0.775 -1.253 0.313  0.299
H -1.391 -1.212 -1.357  0.349
H -0.078 -2.322 -0.905  0.338
H 0.305 0.112 1.738  0.470
H 1.174 -1.686 2.612  0.176
O 0.814 -1.340 1.786  -0.770

ORCA calculation (the ωB97M-V functional and the def2-TZVPD basis) on a structure of composition C7H12F12N2O11S4V in a non-equilibrium geometry.

Its energy relative to the best compared isomer or geometry (same formula, charge and spin) is 1064.19 kJ/mol. Its HOMO-LUMO gap (spin up / spin down) is 4.321 / 5.628 eV. For the HOMO energy (spin up / spin down), the calculation gives -10.212 / -10.224 eV. For the LUMO energy (spin up / spin down), the calculation gives -5.9 / -4.6 eV. As for the spin multiplicity: 4.

Last column: Mulliken charge in e.
CARTESIAN COORDINATES (ANGSTROEM)
V 0.145 0.506 -0.261  1.684
C 3.299 2.113 3.924  0.739
F 2.587 3.186 3.805  -0.232
F 4.387 2.544 4.525  -0.231
F 2.688 1.263 4.776  -0.220
S 3.551 1.303 2.174  0.887
O 3.045 2.199 1.161  -0.680
O 4.963 1.001 2.030  -0.540
N 2.362 0.007 2.213  -0.377
S 3.332 -1.207 2.626  0.990
O 4.004 -1.852 1.475  -0.613
O 4.198 -0.883 3.802  -0.599
C 2.012 -2.434 3.292  0.610
F 2.608 -3.529 3.722  -0.203
F 1.413 -1.895 4.303  -0.209
F 1.097 -2.736 2.362  -0.214
C -5.173 -1.274 -0.576  0.677
F -6.107 -1.708 0.277  -0.209
F -5.606 -1.308 -1.826  -0.177
F -4.782 -0.018 -0.279  -0.233
S -3.655 -2.379 -0.336  0.873
O -3.303 -2.210 1.060  -0.634
O -4.086 -3.681 -0.733  -0.495
N -2.410 -1.593 -1.411  -0.381
S -2.725 -2.281 -2.811  0.944
O -4.080 -2.715 -3.153  -0.559
O -2.189 -1.389 -3.852  -0.705
C -1.529 -3.811 -2.846  0.666
F -2.228 -4.857 -2.474  -0.194
F -0.935 -3.907 -4.058  -0.222
F -0.578 -3.652 -1.978  -0.242
C -1.966 2.672 3.147  -0.507
O -1.810 2.561 1.701  -0.434
H -3.015 2.750 3.431  0.261
H -1.479 1.793 3.570  0.190
H -1.479 3.613 3.403  0.277
H -2.084 3.376 1.276  0.262
C -1.576 3.212 -3.545  -0.556
O -0.530 3.112 -2.616  -0.456
H -2.424 2.597 -3.244  0.200
H -1.865 4.261 -3.602  0.283
H -1.290 2.933 -4.559  0.277
H 0.140 3.699 -2.974  0.275
C 4.012 0.431 -2.836  -0.657
O 3.000 -0.375 -2.390  -0.414
H 4.272 0.094 -3.839  0.320
H 3.717 1.460 -3.045  0.235
H 4.824 0.264 -2.129  0.263
H 3.248 -1.255 -2.683  0.282

ORCA calculation (the ωB97M-V functional and the def2-TZVPD basis) on the molecule C11H9Cl in a non-equilibrium geometry.

Its energy relative to the best compared isomer or geometry (same formula, charge and spin) is 10.77 kJ/mol. The SMILES is C=C[C@@]1(Cl)C=Cc2ccccc21. Its HOMO-LUMO gap is 8.642 eV. For the HOMO energy, the calculation gives -8.403 eV. For the LUMO energy, the calculation gives 0.2 eV. As for the spin multiplicity: 1.

Last column: Mulliken charge in e.
CARTESIAN COORDINATES (ANGSTROEM)
C -1.946 1.023 1.646  -0.337
C -1.279 2.026 0.854  -0.432
C -1.907 -0.314 1.401  -0.831
C -0.402 1.619 -0.141  -0.391
C -1.030 -0.781 0.321  0.566
C -0.252 0.198 -0.352  -0.387
C -0.620 -2.051 -0.173  -0.473
C 0.321 -1.989 -1.123  -0.805
C 2.549 0.090 0.201  -0.830
C 2.055 -0.059 -1.021  -0.555
C 0.675 -0.518 -1.336  1.587
Cl 0.205 -0.002 -3.032  -0.198
H -2.537 1.473 2.507  0.270
H -1.318 3.142 0.914  0.303
H -2.441 -1.019 1.935  0.526
H 0.243 2.351 -0.669  0.339
H -1.109 -3.052 0.179  0.288
H 0.799 -2.844 -1.711  0.347
H 3.421 0.567 0.384  0.349
H 1.987 -0.228 1.022  0.290
H 2.585 0.367 -1.805  0.374

ORCA calculation (the ωB97M-V functional and the def2-TZVPD basis) on the ion C4H8N2P with charge +1 in a non-equilibrium geometry.

Its energy relative to the best compared isomer or geometry (same formula, charge and spin) is 42.65 kJ/mol. The SMILES is Cc1c[nH]c(P)[nH+]1. As for the total charge: +1. Its HOMO-LUMO gap is 9.575 eV. For the HOMO energy, the calculation gives -13.441 eV. For the LUMO energy, the calculation gives -3.9 eV. As for the spin multiplicity: 1.

Last column: Mulliken charge in e.
CARTESIAN COORDINATES (ANGSTROEM)
C -0.462 1.426 -0.081  -0.429
C -0.798 0.118 -0.215  0.559
C 1.388 0.178 0.050  0.027
C -2.043 -0.708 -0.312  -1.190
N 0.880 1.534 0.038  -0.023
N 0.335 -0.636 -0.204  0.001
P 3.179 -0.201 -0.226  -0.131
H -1.032 2.364 0.024  0.412
H -1.887 -1.525 -0.958  0.406
H -2.215 -1.026 0.765  0.296
H -2.990 -0.112 -0.687  0.316
H 1.557 2.289 0.138  0.258
H 0.174 -1.571 -0.532  0.246
H 2.944 -1.665 -0.414  0.111
H 3.434 -0.279 1.207  0.142

ORCA calculation (the ωB97M-V functional and the def2-TZVPD basis) on a structure of composition C18H18NO4Yb in a non-equilibrium geometry.

Its energy relative to the best compared isomer or geometry (same formula, charge and spin) is 0.00 kJ/mol. Its HOMO-LUMO gap (spin up / spin down) is 8.209 / 7.176 eV. For the HOMO energy (spin up / spin down), the calculation gives -8.450 / -8.470 eV. For the LUMO energy (spin up / spin down), the calculation gives -0.2 / -1.3 eV. As for the spin multiplicity: 2.

Last column: Mulliken charge in e.
CARTESIAN COORDINATES (ANGSTROEM)
C 3.651 -1.027 2.348  -0.397
C 3.928 -1.709 1.131  -0.580
C 3.233 -1.056 0.077  -0.424
H 4.624 -2.544 1.019  0.381
C 2.505 0.027 0.651  -0.070
C 2.758 0.051 2.055  -0.977
H 2.400 0.802 2.759  0.430
H 4.118 -1.237 3.309  0.449
H 3.316 -1.283 -0.985  0.415
H 1.930 0.766 0.105  0.288
C -1.336 -2.650 0.229  -0.353
C -1.231 -3.682 1.207  -0.658
C -1.322 -3.091 2.497  -0.295
H -1.190 -4.750 1.003  0.389
C -1.449 -1.683 2.331  -0.922
C -1.445 -1.412 0.929  -0.270
H -1.604 -0.441 0.468  0.440
H -1.433 -2.789 -0.846  0.423
H -1.353 -3.642 3.441  0.458
H -1.614 -0.953 3.125  0.433
Yb 1.179 -2.305 1.982  1.383
O -0.481 1.201 -1.175  -0.290
C -0.065 0.705 -2.489  -0.322
C -0.171 2.185 -2.124  -0.021
H 0.940 0.278 -2.493  0.175
H -0.842 0.274 -3.132  0.189
H 0.789 2.698 -1.984  0.369
H -0.252 4.864 -2.190  0.318
C -1.227 4.440 -2.439  -0.583
C -1.313 3.029 -2.509  0.811
C -2.556 2.422 -2.762  -0.476
H -2.661 1.341 -2.752  0.171
C -3.688 3.215 -2.949  -0.533
H -4.640 2.716 -3.132  0.354
C -3.606 4.612 -2.873  -0.426
H -4.506 5.222 -3.012  0.347
C -2.364 5.225 -2.633  -0.439
H -2.294 6.313 -2.578  0.351
O 3.078 -4.711 4.350  -0.539
N 2.346 -4.063 3.628  1.176
O 2.256 -4.275 2.334  -0.592
O 1.593 -3.081 4.077  -0.583

ORCA calculation (the ωB97M-V functional and the def2-TZVPD basis) on a structure of composition C38H30Cl4CoN4O6Te in a non-equilibrium geometry.

Its energy relative to the best compared isomer or geometry (same formula, charge and spin) is 138.39 kJ/mol. As for the total charge: -2. Its HOMO-LUMO gap (spin up / spin down) is 5.786 / 5.304 eV. For the HOMO energy (spin up / spin down), the calculation gives -2.068 / -2.536 eV. For the LUMO energy (spin up / spin down), the calculation gives 3.7 / 2.8 eV. As for the spin multiplicity: 6.

Last column: Mulliken charge in e.
CARTESIAN COORDINATES (ANGSTROEM)
Co -25.150 -2.685 5.920  -0.257
Cl -27.584 -4.060 -0.100  -0.254
C -27.571 -3.345 1.565  0.205
C -28.104 -2.085 1.853  0.256
Cl -28.805 -1.131 0.611  -0.253
C -27.775 -1.453 3.070  0.629
Cl -28.438 0.097 3.504  -0.241
C -26.964 -2.064 4.014  0.047
O -26.595 -1.546 5.179  -1.046
C -26.434 -3.380 3.707  -0.056
O -25.588 -3.916 4.563  -0.639
C -26.689 -3.976 2.477  0.538
Cl -26.050 -5.540 2.171  -0.208
C -25.479 -3.602 7.866  -1.962
C -26.346 -4.777 8.005  0.945
C -27.753 -4.740 8.347  -0.606
C -28.401 -5.945 8.601  -0.383
C -27.754 -7.183 8.676  0.238
C -26.453 -7.215 8.211  -0.376
C -25.758 -6.073 7.821  -0.813
C -28.488 -8.352 9.069  0.087
N -29.075 -9.324 9.296  -0.605
H -24.454 -3.815 8.114  0.669
H -25.802 -2.880 8.568  0.473
H -28.261 -3.791 8.372  0.422
H -29.451 -5.903 8.890  0.354
H -25.812 -8.102 8.227  0.343
H -24.693 -6.156 7.608  0.420
N -23.193 -1.410 7.530  -0.044
C -23.310 -1.808 6.276  0.539
H -23.925 -1.766 8.130  0.224
O -21.373 -4.759 5.583  -0.595
N -20.944 -4.661 6.740  0.870
O -20.424 -3.544 7.041  -0.646
O -20.981 -5.611 7.568  -0.728
C -17.047 -6.277 1.017  -1.576
C -18.158 -5.439 1.651  0.991
C -19.449 -5.866 1.442  -0.791
C -20.547 -5.173 1.944  0.756
C -21.908 -5.832 1.672  -2.048
C -20.326 -4.045 2.686  -0.452
Te -22.019 -3.102 3.615  0.775
N -22.322 -1.535 5.342  0.767
C -21.260 -0.728 5.663  0.113
O -20.554 -0.205 4.789  -0.739
C -21.071 -0.278 7.077  -0.250
C -20.157 0.647 7.513  0.131
C -20.021 0.975 8.881  -0.867
C -21.023 0.474 9.847  -0.401
C -21.974 -0.416 9.512  -0.827
C -21.919 -1.074 8.130  0.649
C -22.196 -1.556 2.136  0.399
C -21.275 -1.492 1.095  0.236
C -21.353 -0.630 -0.003  -1.524
C -22.463 0.187 -0.015  -0.480
C -23.424 0.146 1.004  -0.928
C -23.287 -0.715 2.054  0.996
C -24.427 -0.772 3.011  -0.914
C -19.043 -3.598 2.873  1.851
C -18.784 -2.320 3.652  -1.692
C -17.969 -4.254 2.276  -1.118
H -16.536 -5.794 0.149  0.301
H -17.477 -7.149 0.603  0.372
H -16.274 -6.455 1.782  0.322
H -19.583 -6.928 1.025  0.103
H -21.828 -6.341 0.711  0.474
H -22.745 -5.111 1.701  0.314
H -22.019 -6.613 2.373  0.395
H -19.599 1.182 6.669  0.288
H -19.176 1.564 9.181  0.413
H -21.042 0.948 10.775  0.434
H -22.900 -0.499 10.140  0.236
H -21.339 -2.004 8.232  0.218
H -20.450 -2.203 1.058  0.259
H -20.801 -0.670 -0.884  0.465
H -22.740 0.734 -0.867  0.365
H -24.283 0.773 0.882  0.431
H -25.160 -0.012 2.777  0.419
H -24.062 -0.711 4.042  0.203
H -24.965 -1.704 2.907  -0.023
H -19.459 -1.526 3.522  0.313
H -17.727 -1.902 3.381  0.234
H -18.724 -2.526 4.682  0.385
H -17.017 -3.822 2.458  0.471

> energy relative to the best compared isomer or geometry (same formula, charge and spin) of number 1 (CH2N2O3S)?

27.05 kJ/mol